## w
Below is 2 unconnected molecules or ions with the total composition C4H12, with properties calculated with ωB97M-V with the def2-TZVPD basis set.

Each atom is followed by the atoms it is bonded to, with distances in Å.
Atoms and positions in Å:
1 C -2.768 -1.273 0.392  C2 1.538, H3 1.101, H4 1.123, H5 1.091
2 C -3.903 -1.083 -0.628  C1 1.538, H6 1.115, H7 1.114, H8 1.091
3 H -2.229 -2.230 0.316  C1 1.101
4 H -1.963 -0.495 0.303  C1 1.123
5 H -3.269 -1.253 1.361  C1 1.091
6 H -3.995 -1.896 -1.385  C2 1.115
7 H -3.691 -0.292 -1.382  C2 1.114
8 H -4.887 -0.883 -0.201  C2 1.091
9 C 3.838 1.016 -0.423  C10 1.528, H11 1.097, H12 1.110, H13 1.096
10 C 2.824 1.317 0.679  C9 1.528, H14 1.108, H15 1.096, H16 1.108
11 H 3.889 -0.030 -0.750  C9 1.097
12 H 3.618 1.585 -1.350  C9 1.110
13 H 4.837 1.382 -0.161  C9 1.096
14 H 1.824 1.206 0.215  C10 1.108
15 H 2.923 2.316 1.119  C10 1.096
16 H 3.026 0.771 1.622  C10 1.108

**Orbital gap**: 12.465 eV
**Lowest unoccupied orbital energy**: 1.1 eV
**SMILES**: CC.CC
**Charge**: 0
**Multiplicity**: 1
**Molar mass**: 60.14 Da


## x
Below is 2 unconnected molecules or ions with the total composition C4H12, with properties calculated with ωB97M-V with the def2-TZVPD basis set.

Each atom is followed by the atoms it is bonded to, with distances in Å.
Atoms and positions in Å:
1 C -2.282 -0.869 -1.021  C2 1.524, H3 1.095, H4 1.094, H5 1.090
2 C -0.799 -0.909 -1.368  C1 1.524, H6 1.088, H7 1.088, H8 1.087
3 H -2.543 -0.348 -0.093  C1 1.095
4 H -2.866 -0.331 -1.775  C1 1.094
5 H -2.723 -1.865 -0.995  C1 1.090
6 H -0.512 -0.036 -1.949  C2 1.088
7 H -0.573 -1.802 -1.948  C2 1.088
8 H -0.161 -0.836 -0.490  C2 1.087
9 C 1.773 1.543 0.864  C10 1.516, H11 1.087, H12 1.086, H13 1.090
10 C 1.299 0.251 1.499  C9 1.516, H14 1.095, H15 1.088, H16 1.101
11 H 1.061 2.358 0.969  C9 1.087
12 H 2.758 1.811 1.234  C9 1.086
13 H 1.904 1.456 -0.215  C9 1.090
14 H 1.181 -0.662 0.906  C10 1.095
15 H 0.350 0.252 2.031  C10 1.088
16 H 2.013 -0.098 2.260  C10 1.101

**Orbital gap**: 12.550 eV
**Lowest unoccupied orbital energy**: 1.2 eV
**SMILES**: CC.CC
**Charge**: 0
**Multiplicity**: 1
**Molar mass**: 60.14 Da


## y
Below is 2 unconnected molecules or ions with the total composition C4H12, with properties calculated with ωB97M-V with the def2-TZVPD basis set.

Each atom is followed by the atoms it is bonded to, with distances in Å.
Atoms and positions in Å:
1 C -2.402 -1.843 0.873  C2 1.524, H3 1.088, H4 1.093, H5 1.098
2 C -1.209 -1.596 -0.043  C1 1.524, H6 1.092, H7 1.091, H8 1.105
3 H -2.130 -2.467 1.721  C1 1.088
4 H -2.800 -0.887 1.222  C1 1.093
5 H -3.215 -2.318 0.308  C1 1.098
6 H -1.385 -0.844 -0.816  C2 1.092
7 H -0.685 -2.503 -0.348  C2 1.091
8 H -0.405 -1.081 0.513  C2 1.105
9 C 1.344 2.158 -0.012  C10 1.521, H11 1.085, H12 1.087, H13 1.091
10 C 2.302 1.298 -0.821  C9 1.521, H14 1.094, H15 1.085, H16 1.098
11 H 1.347 3.190 -0.345  C9 1.085
12 H 0.336 1.761 -0.088  C9 1.087
13 H 1.657 2.175 1.034  C9 1.091
14 H 2.193 1.426 -1.903  C10 1.094
15 H 3.349 1.474 -0.599  C10 1.085
16 H 2.128 0.226 -0.656  C10 1.098

**Orbital gap**: 12.637 eV
**Lowest unoccupied orbital energy**: 1.1 eV
**SMILES**: CC.CC
**Charge**: 0
**Multiplicity**: 1
**Molar mass**: 60.14 Da


## z
Below is 2 unconnected molecules or ions with the total composition C4H12, with properties calculated with ωB97M-V with the def2-TZVPD basis set.

Each atom is followed by the atoms it is bonded to, with distances in Å.
Atoms and positions in Å:
1 C -0.884 -0.601 -1.971  C2 1.564, H3 1.085, H4 1.086, H5 1.093
2 C 0.261 -1.453 -1.331  C1 1.564, H6 1.086, H7 1.082, H8 1.086
3 H -1.836 -1.104 -2.108  C1 1.085
4 H -0.947 0.335 -1.424  C1 1.086
5 H -0.593 -0.269 -2.971  C1 1.093
6 H -0.019 -2.502 -1.287  C2 1.086
7 H 0.295 -1.013 -0.343  C2 1.082
8 H 1.219 -1.341 -1.828  C2 1.086
9 C 1.048 0.821 1.559  C10 1.539, H11 1.091, H12 1.078, H13 1.091
10 C -0.453 1.098 1.761  C9 1.539, H14 1.079, H15 1.061, H16 1.087
11 H 1.629 1.053 2.453  C9 1.091
12 H 1.312 -0.146 1.165  C9 1.078
13 H 1.452 1.552 0.858  C9 1.091
14 H -1.063 0.275 1.423  C10 1.079
15 H -0.709 1.990 1.247  C10 1.061
16 H -0.712 1.305 2.797  C10 1.087

**Orbital gap**: 12.801 eV
**Lowest unoccupied orbital energy**: 1.2 eV
**SMILES**: CC.CC
**Charge**: 0
**Multiplicity**: 1
**Molar mass**: 60.14 Da


It is w that is the least stable of them.


## w
Below is 2 unconnected molecules or ions with the total composition C4H12, with properties calculated with ωB97M-V with the def2-TZVPD basis set.

Each atom is followed by the atoms it is bonded to, with distances in Å.
Atoms and positions in Å:
1 C -1.633 0.578 1.191  C2 1.530, H3 1.087, H4 1.095, H5 1.098
2 C -0.596 1.489 1.852  C1 1.530, H6 1.093, H7 1.087, H8 1.092
3 H -2.642 0.664 1.584  C1 1.087
4 H -1.645 0.743 0.108  C1 1.095
5 H -1.310 -0.468 1.280  C1 1.098
6 H 0.381 1.404 1.369  C2 1.093
7 H -0.558 1.265 2.915  C2 1.087
8 H -0.815 2.547 1.697  C2 1.092
9 C 1.094 -0.959 -0.761  C10 1.537, H11 1.091, H12 1.107, H13 1.095
10 C 1.122 -1.061 -2.295  C9 1.537, H14 1.084, H15 1.087, H16 1.088
11 H 2.027 -0.645 -0.289  C9 1.091
12 H 0.228 -0.413 -0.340  C9 1.107
13 H 0.808 -1.867 -0.221  C9 1.095
14 H 1.957 -0.534 -2.742  C10 1.084
15 H 0.104 -0.869 -2.625  C10 1.087
16 H 1.377 -2.104 -2.474  C10 1.088

**Orbital gap**: 12.329 eV
**Lowest unoccupied orbital energy**: 1.2 eV
**SMILES**: CC.CC
**Charge**: 0
**Multiplicity**: 1
**Molar mass**: 60.14 Da


## x
Below is 2 unconnected molecules or ions with the total composition C4H12, with properties calculated with ωB97M-V with the def2-TZVPD basis set.

Each atom is followed by the atoms it is bonded to, with distances in Å.
Atoms and positions in Å:
1 C -1.003 2.115 -1.656  C2 1.542, H3 1.083, H4 1.092, H5 1.089
2 C -0.026 0.923 -1.712  C1 1.542, H6 1.082, H7 1.085, H8 1.092
3 H -1.622 2.112 -0.767  C1 1.083
4 H -0.454 3.058 -1.636  C1 1.092
5 H -1.691 2.138 -2.500  C1 1.089
6 H -0.344 0.145 -2.395  C2 1.082
7 H 0.221 0.643 -0.693  C2 1.085
8 H 0.897 1.282 -2.172  C2 1.092
9 C 0.840 -0.991 2.039  C10 1.548, H11 1.090, H12 1.093, H13 1.091
10 C 0.123 -2.217 1.421  C9 1.548, H14 1.073, H15 1.093, H16 1.093
11 H 1.011 -0.282 1.229  C9 1.090
12 H 0.276 -0.461 2.811  C9 1.093
13 H 1.809 -1.149 2.515  C9 1.091
14 H -0.580 -2.729 2.051  C10 1.073
15 H 0.921 -2.776 0.928  C10 1.093
16 H -0.378 -1.811 0.539  C10 1.093

**Orbital gap**: 12.691 eV
**Lowest unoccupied orbital energy**: 1.1 eV
**SMILES**: CC.CC
**Charge**: 0
**Multiplicity**: 1
**Molar mass**: 60.14 Da


## y
Below is 2 unconnected molecules or ions with the total composition C4H12, with properties calculated with ωB97M-V with the def2-TZVPD basis set.

Each atom is followed by the atoms it is bonded to, with distances in Å.
Atoms and positions in Å:
1 C 1.330 -0.265 1.794  C2 1.553, H3 1.102, H4 1.087, H5 1.091
2 C 0.016 0.549 1.936  C1 1.553, H6 1.095, H7 1.092, H8 1.094
3 H 2.076 0.449 1.409  C1 1.102
4 H 1.801 -0.619 2.707  C1 1.087
5 H 1.221 -1.126 1.133  C1 1.091
6 H 0.223 1.322 2.683  C2 1.095
7 H -0.856 -0.053 2.199  C2 1.092
8 H -0.291 1.031 1.003  C2 1.094
9 C -0.308 -0.761 -1.621  C10 1.545, H11 1.091, H12 1.088, H13 1.096
10 C -1.086 0.468 -2.141  C9 1.545, H14 1.090, H15 1.098, H16 1.090
11 H -0.166 -1.547 -2.363  C9 1.091
12 H 0.696 -0.605 -1.234  C9 1.088
13 H -0.775 -1.168 -0.716  C9 1.096
14 H -1.372 0.273 -3.175  C10 1.090
15 H -0.503 1.391 -2.019  C10 1.098
16 H -2.008 0.661 -1.593  C10 1.090

**Orbital gap**: 12.720 eV
**Lowest unoccupied orbital energy**: 1.2 eV
**SMILES**: CC.CC
**Charge**: 0
**Multiplicity**: 1
**Molar mass**: 60.14 Da


## z
Below is 2 unconnected molecules or ions with the total composition C4H12, with properties calculated with ωB97M-V with the def2-TZVPD basis set.

Each atom is followed by the atoms it is bonded to, with distances in Å.
Atoms and positions in Å:
1 C -0.803 -1.193 1.947  C2 1.609, H3 1.177, H4 1.125, H5 1.133
2 C 0.027 -1.771 0.695  C1 1.609, H6 1.132, H7 1.104, H8 1.112
3 H -1.930 -1.249 1.608  C1 1.177
4 H -0.840 -1.960 2.770  C1 1.125
5 H -0.477 -0.172 2.313  C1 1.133
6 H 0.924 -1.111 0.495  C2 1.132
7 H 0.362 -2.803 0.895  C2 1.104
8 H -0.649 -1.918 -0.176  C2 1.112
9 C -0.235 1.135 -1.236  C10 1.462, H11 1.107, H12 1.090, H13 1.111
10 C 1.027 1.841 -1.446  C9 1.462, H14 1.082, H15 1.057, H16 1.149
11 H -1.104 1.606 -1.736  C9 1.107
12 H -0.208 0.085 -1.527  C9 1.090
13 H -0.454 1.112 -0.147  C9 1.111
14 H 0.964 2.790 -1.963  C10 1.082
15 H 1.856 1.310 -1.831  C10 1.057
16 H 1.460 2.236 -0.457  C10 1.149

**Orbital gap**: 12.316 eV
**Lowest unoccupied orbital energy**: 1.1 eV
**SMILES**: CC.CC
**Charge**: 0
**Multiplicity**: 1
**Molar mass**: 60.14 Da


It is z that is the least stable of them.